# 1
An isolated ion of composition C2H2NO3 and charge -1, computed with ωB97M-V/def2-TZVPD.

Structure (XYZ):
```
8
C2H2NO3 ωB97M-V/def2-TZVPD
C 0.1097 0.1132 -0.3603
C 2.4687 -0.3144 -0.0531
N 1.2783 0.6695 -0.1328
O 2.0202 -1.5725 0.0162
O 1.4827 1.9323 -0.0450
O 3.5531 0.1485 0.1675
H -0.7029 0.8009 -0.6263
H 0.0916 -1.0938 -0.4292
```

E_LUMO: 4.38 eV
Total charge: -1
HOMO energy: -4.305 eV
Max |F|: 5.76 eV Å⁻¹
Energy above the lowest of the compared OMol25 structures with the same formula, charge and spin: 345.5 kJ/mol
Structure (SMILES): C=[N+]([O-])C(=O)[O-]

Here are the Mulliken charges for atoms 1 to 5, given in e: -0.54 0.50 0.48 -0.75 -0.69



# 2
C3H3GdLiO4 as an isolated structure, computed with ωB97M-V/def2-TZVPD.

Structure (XYZ):
```
12
C3H3GdLiO4 ωB97M-V/def2-TZVPD
C 1.0130 1.4814 0.1869
O 0.4966 2.5877 0.1489
O 2.2374 1.1918 0.3150
C 0.0974 0.2486 -0.1377
O 0.5179 -0.8958 -0.1792
O -1.1674 0.5428 -0.1228
C -2.1095 -0.5328 -0.0220
H -1.9439 -1.0821 0.9124
H -3.0961 -0.0646 -0.0272
H -1.9971 -1.2119 -0.8753
Gd 4.1418 -0.0884 -0.4451
Li 1.8099 -2.1766 0.2460
```

E_LUMO (spin up / spin down): -4.80 / -5.76 eV
Total charge: +1
HOMO energy (spin up / spin down): -12.761 / -9.130 eV
Max |F|: 2.95 eV Å⁻¹
Energy above the lowest of the compared OMol25 structures with the same formula, charge and spin: 0.0 kJ/mol
2S+1: 8

Here are the Mulliken charges for atoms 1 to 5, given in e: 0.63 -0.52 -0.57 0.64 -0.54



# 3
A 2-piece molecular cluster, C8H12BN3O8 overall, computed with ωB97M-V/def2-TZVPD.

Structure (XYZ):
```
32
C8H12BN3O8 ωB97M-V/def2-TZVPD
O 3.8557 -0.2802 1.0688
C 2.6917 -0.4282 1.2262
O 2.1863 -1.5365 1.9165
C 1.5997 0.5128 0.7810
C 0.8177 -0.0747 -0.4003
C -0.6360 0.2636 -0.3546
C -1.0395 1.4355 0.2860
N -2.3285 1.7473 0.3457
O -2.7351 2.9055 0.9386
N -3.3104 1.0660 -0.1631
C -2.9637 -0.0404 -0.7858
C -1.6432 -0.5073 -0.9285
C -1.3840 -1.7978 -1.6289
B -1.4078 -2.9973 -0.5675
O -0.4508 -3.0149 0.4426
O -2.3482 -3.9736 -0.6944
H 1.9173 -2.2294 1.3017
H 1.9451 1.5148 0.5012
H 0.9391 0.6278 1.6479
H 0.9260 -1.1593 -0.4399
H 1.2175 0.3122 -1.3455
H -0.3338 2.1254 0.7353
H -2.3248 2.9325 1.8176
H -3.7870 -0.6003 -1.2108
H -2.1483 -1.9789 -2.3858
H -0.4213 -1.7698 -2.1446
H -0.7746 -2.7854 1.3198
H -2.7226 -4.2633 0.1446
N 3.6834 3.5051 -0.3602
O 2.5364 3.1802 0.0853
O 4.3978 4.2560 0.3062
O 4.0459 3.0526 -1.4549
```

E_LUMO: -2.45 eV
HOMO energy: -7.003 eV
Max |F|: 1.00 eV Å⁻¹

Here are the Mulliken charges for atoms 1 to 5, given in e: -0.47 -0.11 -0.50 -0.32 -0.49



# 4
C3H7NO3 in the gas phase, computed with ωB97M-V/def2-TZVPD.

Structure (XYZ):
```
14
C3H7NO3 ωB97M-V/def2-TZVPD
C -1.5421 -0.2760 -0.8654
C 1.7226 1.0007 -0.0046
N 0.3415 0.6618 0.2713
C 0.1287 -0.2410 1.3113
O -0.2843 0.3013 -0.9808
O -1.5609 -1.4817 -0.1714
O 1.0046 -0.8646 1.8461
H -0.9735 -2.1212 -0.5943
H -2.2495 0.3830 -0.3439
H -1.8507 -0.3963 -1.9145
H -0.9173 -0.2687 1.6444
H 2.3265 0.1270 -0.2625
H 2.1252 1.4653 0.8917
H 1.7291 1.7104 -0.8276
```

E_LUMO: 0.80 eV
HOMO energy: -9.306 eV
Max |F|: 0.83 eV Å⁻¹
Energy above the lowest of the compared OMol25 structures with the same formula, charge and spin: 365.2 kJ/mol
Structure (SMILES): CN(C=O)OCO

Here are the Mulliken charges for atoms 1 to 5, given in e: -0.22 -0.77 -0.01 0.04 -0.24



# 5
An isolated ion of composition C3H6O2P and charge -1, computed with ωB97M-V/def2-TZVPD.

Structure (XYZ):
```
12
C3H6O2P ωB97M-V/def2-TZVPD
C 0.7583 -2.0123 -0.8038
C 0.4260 -0.7347 -0.9049
C -1.2067 1.4952 0.4149
O 0.3815 -0.2873 2.0730
O 1.5421 1.3919 0.5265
P 0.3732 0.4982 0.8046
H 0.8716 -2.8849 -1.4963
H 1.2762 -2.2816 0.2112
H -0.0394 -0.4178 -1.8127
H -1.6264 1.1997 -0.4936
H -1.8792 1.5442 1.2486
H -0.8772 2.4892 0.2324
```

E_LUMO: 4.29 eV
Total charge: -1
HOMO energy: -4.425 eV
Max |F|: 3.70 eV Å⁻¹
Energy above the lowest of the compared OMol25 structures with the same formula, charge and spin: 62.3 kJ/mol
Structure (SMILES): C=C[P@@](C)(=O)[O-]

Here are the Mulliken charges for atoms 1 to 5, given in e: -0.55 -0.43 -1.10 -0.72 -0.76



# 6
A 10-piece molecular cluster, C31H33F9N5O27 overall, computed with ωB97M-V/def2-TZVPD.

Structure (XYZ):
```
105
C31H33F9N5O27 ωB97M-V/def2-TZVPD
C -2.5827 -1.6184 -2.8961
C -1.7476 -1.4416 -1.7513
N -1.2414 -1.2789 -0.3357
N -1.0067 0.0488 0.0858
C -0.5594 -0.0681 1.5368
N -0.4951 -1.5189 2.0397
C -0.9571 -2.2651 0.7741
N -1.0802 -3.6284 0.7010
N -1.4831 -4.3746 -0.3934
H -3.3590 -1.7258 -3.7913
H -1.1463 0.9319 -0.4582
H -0.2979 0.9092 2.1550
H -0.8376 -4.1750 1.5815
H -0.7455 -4.3772 -1.1615
H -2.4021 -4.0138 -0.7714
C -4.2390 0.7249 -0.7277
C -3.8872 2.0264 -0.0923
O -4.8687 2.9098 -0.5854
C -5.9639 2.1317 -0.8128
O -7.0907 2.5680 -0.9798
O -5.6472 0.8009 -0.8231
F -2.6767 2.4570 -0.5130
H -3.8128 0.6141 -1.7305
H -3.9329 -0.1309 -0.1200
H -3.9191 2.0146 1.0024
C 2.3136 -2.7946 4.8491
C 3.3391 -3.0969 3.8105
O 2.9099 -4.3267 3.2717
C 1.5552 -4.3247 3.4188
O 0.8021 -5.0852 2.8336
O 1.1419 -3.3606 4.2969
F 4.5551 -3.2793 4.3722
H 2.5298 -3.2735 5.8100
H 2.1908 -1.7205 5.0121
H 3.4048 -2.3486 3.0134
C 2.1364 -1.6900 -0.5387
C 2.4268 -1.5438 -1.9934
O 3.2934 -0.4334 -2.0464
C 3.9544 -0.4422 -0.8549
O 4.9734 0.1903 -0.6329
O 3.3402 -1.2533 0.0597
F 1.3032 -1.2404 -2.6813
H 1.3124 -1.0505 -0.2049
H 1.9130 -2.7236 -0.2610
H 2.9159 -2.4144 -2.4431
C -3.9629 -5.5489 -4.1103
C -5.3059 -5.0478 -4.5189
O -5.9803 -4.8756 -3.2931
C -5.0024 -4.5942 -2.3869
O -5.2087 -4.1169 -1.2835
O -3.7602 -4.9051 -2.8684
F -5.9682 -5.9782 -5.2423
H -3.9421 -6.6341 -3.9641
H -3.1820 -5.2763 -4.8253
H -5.2839 -4.0979 -5.0636
C 4.1118 -8.5877 5.4249
C 3.4629 -8.4894 4.0866
O 2.3211 -7.6999 4.3313
C 2.6631 -6.8963 5.3771
O 2.0467 -5.8948 5.7008
O 3.7868 -7.3452 6.0153
F 3.0562 -9.7051 3.6573
H 3.7014 -9.3984 6.0362
H 5.1952 -8.7163 5.3533
H 4.0835 -8.0118 3.3209
C 8.9768 -2.1036 -0.7482
C 7.6177 -2.0936 -1.3601
O 7.3020 -3.4617 -1.4839
C 7.9762 -4.0743 -0.4705
O 7.7439 -5.2063 -0.0800
O 8.9403 -3.2621 0.0608
F 7.6500 -1.5503 -2.5976
H 9.7751 -2.2048 -1.4910
H 9.1686 -1.2112 -0.1464
H 6.8558 -1.5934 -0.7529
C -5.8638 6.2294 0.2181
C -6.0074 6.4817 1.6801
O -4.7431 6.9801 2.0542
C -4.2619 7.5987 0.9396
O -3.3260 8.3810 0.9412
O -4.9613 7.2416 -0.1805
F -6.2254 5.3276 2.3495
H -5.4293 5.2485 -0.0019
H -6.8142 6.3195 -0.3149
H -6.7817 7.2130 1.9354
C -3.3843 10.6952 -1.0020
C -4.0332 10.7936 -2.3403
O -5.1751 11.5830 -2.0956
C -4.8331 12.3866 -1.0497
O -5.4495 13.3882 -0.7260
O -3.7094 11.9377 -0.4116
F -4.4400 9.5779 -2.7695
H -3.7948 9.8845 -0.3907
H -2.3010 10.5666 -1.0735
H -3.4127 11.2711 -3.1060
C 4.3426 2.9299 -2.0253
C 4.6943 4.2315 -1.3898
O 3.7129 5.1149 -1.8829
C 2.6176 4.3368 -2.1103
O 1.4909 4.7731 -2.2774
O 2.9343 3.0060 -2.1206
F 5.9048 4.6620 -1.8105
H 4.7687 2.8191 -3.0280
H 4.6487 2.0741 -1.4175
H 4.6625 4.2196 -0.2951
```

E_LUMO: -4.78 eV
Total charge: +1
HOMO energy: -11.970 eV
Max |F|: 10.42 eV Å⁻¹

Here are the Mulliken charges for atoms 1 to 5, given in e: -0.64 -0.03 0.84 -0.09 -0.19



# 7
A 2-piece molecular cluster, CH5NOS2 overall, computed with ωB97M-V/def2-TZVPD.

Structure (XYZ):
```
10
CH5NOS2 ωB97M-V/def2-TZVPD
S -1.8166 -0.6143 1.2410
S -0.0907 0.3135 1.8633
H -2.0848 0.3173 0.2730
H 0.7205 -0.1928 0.9268
C 1.2829 0.2508 -2.5618
N 2.3189 0.0194 -1.7406
O 0.1261 0.3492 -2.1082
H 1.5821 0.4990 -3.6108
H 3.2524 -0.2827 -2.0812
H 2.1080 0.0383 -0.7562
```

E_LUMO: 0.41 eV
HOMO energy: -9.336 eV
Max |F|: 2.57 eV Å⁻¹
Energy above the lowest of the compared OMol25 structures with the same formula, charge and spin: 33.8 kJ/mol
Structure (SMILES): NC=O.SS

Here are the Mulliken charges for atoms 1 to 5, given in e: -0.18 -0.14 0.19 0.08 0.16



# 8
C28H34ClGaN10O4S2 as an isolated structure, computed with ωB97M-V/def2-TZVPD.

Structure (XYZ):
```
80
C28H34ClGaN10O4S2 ωB97M-V/def2-TZVPD
Ga 1.4239 1.8583 2.4494
C -1.6573 -0.6456 6.0509
C -1.6107 0.6399 5.3655
N -2.5785 1.4947 5.4822
N -2.1623 2.5710 4.7429
C -1.0309 2.4094 4.1333
S -0.2731 3.5136 3.0849
N -0.6279 1.1720 4.5206
N 0.6454 0.6877 4.2872
H -2.7006 -0.8227 6.3867
H -1.0222 -0.7109 6.9323
H -1.4200 -1.4941 5.4378
H -2.7730 3.3744 4.7107
H 1.2432 0.8830 5.1101
H 0.6336 -0.3225 4.1128
C -2.0725 3.3030 -2.3704
C -1.1111 2.4173 -3.1474
C 0.3435 2.7340 -2.6860
C -1.2095 2.8413 -4.6056
C -1.4164 0.8745 -3.0854
O -0.2146 0.1933 -3.5235
C -2.5431 0.3740 -4.0346
C -3.9969 0.8829 -3.8750
C -4.6853 0.5915 -2.5882
C -4.9630 -0.7023 -2.2196
C -5.6793 -0.9704 -1.0507
C -6.0210 0.0729 -0.2382
Cl -6.7671 -0.2675 1.3049
C -5.7820 1.3819 -0.5907
C -5.1540 1.6383 -1.7945
C -1.8303 0.3650 -1.6678
N -0.7612 0.3957 -0.6321
C -0.4816 1.3387 0.2488
N 0.5202 0.8939 1.0333
C 0.7699 -0.3759 0.5096
N 0.0367 -0.6804 -0.5276
H -2.0412 4.3347 -2.7618
H -1.6817 3.4095 -1.3643
H -3.0876 2.9163 -2.3242
H 0.4432 3.8194 -2.6279
H 1.0843 2.2312 -3.3065
H 0.5322 2.3795 -1.6706
H -0.8459 3.8554 -4.7533
H -2.2450 2.8513 -4.9510
H -0.6405 2.1757 -5.2578
H -0.4265 -0.2387 -4.3602
H -2.5864 -0.6886 -3.9326
H -2.2518 0.5937 -5.0512
H -4.6430 0.4037 -4.6203
H -3.9871 1.9834 -4.0406
H -4.5872 -1.5255 -2.8214
H -5.9353 -1.9810 -0.7624
H -6.1693 2.1660 0.0376
H -5.0597 2.6574 -2.1512
H -2.1440 -0.6481 -1.7858
H -2.5867 0.9835 -1.2535
H -1.0606 2.2555 0.3156
H 1.5802 -1.0597 0.8052
O 4.4079 -6.9128 1.9324
S 4.8199 -7.4431 0.6796
O 6.1598 -7.7845 0.4672
O 3.8355 -7.7029 -0.2853
C 6.3288 -4.8617 -0.0040
N 7.5126 -4.6335 -0.5277
C 7.9169 -3.3672 -0.4248
C 7.0468 -2.3917 0.1254
C 5.8080 -2.7954 0.6212
N 5.4849 -4.0939 0.6313
C 4.8523 -1.8172 1.2584
C 4.6877 -0.5114 0.7557
C 3.8471 0.3818 1.3876
N 3.1159 0.0750 2.4439
C 3.2678 -1.1646 2.9449
C 4.1109 -2.1200 2.4114
H 8.8921 -3.0846 -0.8210
H 7.3220 -1.3577 0.1451
H 5.2135 -0.1566 -0.1196
H 3.7497 1.4105 1.0270
H 2.6605 -1.3973 3.8060
H 4.2282 -3.0561 2.9168
```

E_LUMO (spin up / spin down): -5.59 / -7.36 eV
Total charge: +2
HOMO energy (spin up / spin down): -13.034 / -13.034 eV
Max |F|: 2.02 eV Å⁻¹
Energy above the lowest of the compared OMol25 structures with the same formula, charge and spin: 0.0 kJ/mol

Here are the Mulliken charges for atoms 1 to 5, given in e: 0.39 -1.23 0.79 -0.65 0.25



# 9
A 2-piece molecular cluster, C12H17NO3 overall, computed with ωB97M-V/def2-TZVPD.

Structure (XYZ):
```
33
C12H17NO3 ωB97M-V/def2-TZVPD
C 2.0228 -2.9529 0.8570
C 2.0528 -1.4633 0.4457
C 1.2303 -0.5114 1.3227
O -0.0698 -0.2246 0.8108
C -0.9012 -1.3253 0.6546
C -2.2654 -0.9896 0.0537
O -2.9633 -2.2547 0.1750
C -2.3684 -3.0044 1.1540
O -2.6020 -4.1678 1.2843
C -1.3917 -2.1086 1.8852
H 1.4123 -3.5487 0.1719
H 3.0277 -3.3821 0.8765
H 1.5905 -3.0817 1.8560
H 3.0867 -1.1110 0.4397
H 1.6813 -1.3635 -0.5812
H 1.1510 -0.8899 2.3504
H 1.7274 0.4620 1.3684
H -0.4951 -2.0826 -0.0409
H -2.2133 -0.6959 -0.9954
H -2.8111 -0.2546 0.6564
H -0.6709 -2.6114 2.5241
H -2.0142 -1.4326 2.4878
N 0.0005 5.0337 -1.2348
C -0.1748 3.9733 -0.4496
C -0.0466 2.6613 -0.8835
C 0.2818 2.4415 -2.2118
C 0.4669 3.5338 -3.0439
C 0.3155 4.8039 -2.5074
H -0.4317 4.1880 0.5822
H -0.1974 1.8340 -0.2025
H 0.3928 1.4332 -2.5918
H 0.7232 3.4086 -4.0870
H 0.4534 5.6834 -3.1268
```

E_LUMO: 0.66 eV
HOMO energy: -9.751 eV
Max |F|: 0.71 eV Å⁻¹
Energy above the lowest of the compared OMol25 structures with the same formula, charge and spin: 133.8 kJ/mol
Structure (SMILES): CCCO[C@@H]1COC(=O)C1.c1ccncc1

Here are the Mulliken charges for atoms 1 to 5, given in e: -1.02 -0.58 -0.43 -0.41 0.22



# 10
C4H5FN2 in the gas phase, computed with ωB97M-V/def2-TZVPD.

Structure (XYZ):
```
12
C4H5FN2 ωB97M-V/def2-TZVPD
C 1.1114 0.1962 -1.2879
C 1.6642 0.3595 0.0307
C -0.2509 -0.0730 -1.0981
C 0.6045 0.1793 0.9178
N -0.5208 0.0067 0.2605
N -1.8584 -0.0463 0.7334
F 0.4927 0.2171 2.2772
H 1.7387 -0.0532 -2.0928
H 2.6261 0.6138 0.3484
H -1.1575 -0.4400 -1.7274
H -1.8904 -0.5584 1.5926
H -2.5597 -0.4017 0.0455
```

E_LUMO (spin up / spin down): 0.93 / -1.61 eV
HOMO energy (spin up / spin down): -3.900 / -8.389 eV
Max |F|: 6.86 eV Å⁻¹
Energy above the lowest of the compared OMol25 structures with the same formula, charge and spin: 155.7 kJ/mol
2S+1: 3

Here are the Mulliken charges for atoms 1 to 5, given in e: -0.75 -0.45 -0.32 0.60 0.39